{
  "formula": "C17H18N4O2S",
  "method": "the ωB97M-V functional and the def2-TZVPD basis",
  "symbols": ["C", "H", "H", "C", "N", "C", "N", "N", "C", "C", "O", "C", "C", "C", "C", "C", "C", "C", "C", "C", "C", "H", "H", "H", "H", "H", "H", "H", "H", "H", "S", "C", "H", "H", "C", "O", "N", "H", "H", "H", "H", "H"],
  "positions_angstrom": [[-0.862784, -0.827716, -1.234818], [-1.876334, -1.196113, -1.363157], [-0.309869, -1.537880, -0.624997], [-0.898220, 0.538754, -0.559000], [0.432081, 1.053685, -0.351367], [1.129282, 1.814179, -1.246856], [2.328987, 2.074018, -0.792322], [2.446625, 1.473326, 0.401198], [1.326920, 0.862353, 0.669256], [1.132582, 0.111320, 1.946387], [0.366137, -1.061103, 1.813145], [-0.917609, -1.133494, 2.278127], [-1.644252, -0.096169, 2.809683], [-2.965651, -0.298373, 3.238611], [-3.563321, -1.518733, 3.126338], [-2.853182, -2.608504, 2.578945], [-3.436583, -3.885069, 2.443347], [-2.730039, -4.928079, 1.913004], [-1.403955, -4.743201, 1.496816], [-0.808303, -3.517850, 1.614119], [-1.514596, -2.423659, 2.151766], [0.214222, -3.369618, 1.303312], [-0.855097, -5.576696, 1.084316], [-3.187054, -5.901692, 1.813900], [-4.457486, -4.021828, 2.769872], [-4.581703, -1.667519, 3.452011], [-3.503801, 0.539929, 3.655428], [-1.229673, 0.896180, 2.911383], [2.132767, -0.197530, 2.271718], [0.730596, 0.782332, 2.713629], [0.448647, 2.348035, -2.751329], [1.705361, 3.558652, -3.272236], [2.024958, 4.098281, -2.382787], [1.187991, 4.218161, -3.967961], [2.887145, 2.901228, -3.986642], [2.991196, 2.910424, -5.192329], [3.782409, 2.359294, -3.147893], [4.575889, 1.878027, -3.538095], [3.584289, 2.291399, -2.150779], [-1.409774, 0.475160, 0.403732], [-1.426020, 1.257094, -1.193504], [-0.389198, -0.752841, -2.210982]],
  "forces_ev_per_angstrom": [[-0.0423, 0.1693, 0.0923], [-0.1135, -0.0826, -0.0498], [0.0219, -0.0494, 0.0208], [-0.4694, -0.4577, -0.1097], [0.7143, 0.4851, -0.0567], [0.0328, 0.0519, 0.1884], [-0.3674, 0.3665, -0.6065], [0.1518, -0.5760, 1.0529], [0.0682, -0.0397, -0.1449], [0.2002, 0.3448, 0.4112], [-0.2951, -0.2388, -0.0948], [-0.1880, 0.1198, 0.1590], [0.5864, 0.0337, -0.1402], [-0.3251, -0.2723, 0.0338], [-0.0701, 0.2919, 0.1027], [0.3162, 0.0917, -0.0963], [0.0074, -0.1933, -0.0549], [-0.2513, 0.0456, 0.1013], [0.2231, 0.1182, -0.0522], [0.1259, -0.1626, -0.0796], [-0.1014, 0.0363, 0.0459], [0.0668, -0.0324, -0.0396], [0.0706, -0.0408, -0.0337], [-0.0646, -0.0580, 0.0067], [-0.0924, -0.0228, 0.0258], [-0.1091, -0.0058, 0.0397], [-0.0671, 0.0402, 0.0361], [0.0793, 0.0135, -0.0382], [-0.2095, 0.1380, -0.0528], [0.0296, -0.1922, -0.0512], [-0.1691, 0.0769, -0.3462], [-0.1074, -0.2202, 0.0521], [-0.0136, 0.0896, -0.0364], [0.0947, -0.0558, 0.0453], [-0.1168, 0.1791, 0.3290], [-0.1009, 0.0621, -0.4867], [0.4960, -0.2112, 0.1587], [-0.0784, 0.0326, -0.0853], [0.0010, 0.0495, -0.1454], [0.0436, 0.1317, -0.1918], [-0.0110, -0.0248, 0.1930], [0.0334, -0.0315, -0.1019]],
  "smiles": "CCn1c(COc2cccc3ccccc23)nnc1SCC(N)=O",
  "e_lumo_ev": 0.355,
  "homo_ev": -8.3,
  "spin_multiplicity": 1,
  "homo_lumo_gap_ev": 8.70,
  "largest_force_ev_per_a": 1.210
}